Record 1
{
  "formula": "C19H21F3N6",
  "method": "ωB97M-V/def2-TZVPD",
  "elements": ["N", "C", "H", "H", "F", "C", "H", "H", "C", "H", "C", "H", "N", "H", "C", "H", "H", "F", "C", "C", "H", "H", "N", "C", "H", "C", "N", "H", "C", "C", "N", "H", "H", "C", "C", "H", "H", "H", "C", "H", "H", "H", "C", "F", "C", "C", "N", "C", "C"],
  "positions_angstrom": [[1.54703, 1.40932, -0.23102], [0.69197, -4.01804, -2.66435], [2.78305, 0.73979, 2.44128], [2.83262, 2.19422, 3.46430], [-5.44253, -0.45099, -0.55445], [1.06609, -4.99040, -1.78603], [0.11911, -1.88199, -4.12937], [-2.42529, -1.21882, 0.36798], [1.34553, -2.73261, -2.60050], [-3.16366, -0.89957, -1.17711], [2.06680, -4.91079, -0.84575], [2.43333, -5.77845, -0.30229], [-2.46516, 0.77256, -0.02517], [1.81435, -1.25321, -4.21956], [-4.58454, 1.02880, 1.01545], [0.08936, 4.10265, 1.92326], [-3.16917, 2.60344, 0.30704], [-4.70985, -1.38667, 1.38920], [2.85318, 3.32321, 1.30967], [-3.20522, 1.70516, 0.87438], [3.29582, 4.03628, 2.07811], [3.65626, 2.54560, 1.12354], [1.58482, 0.41355, -2.27337], [0.65332, 3.52294, 2.61642], [1.05538, 4.18424, 3.39441], [2.65803, -3.72191, -0.71294], [0.57361, -0.31252, -2.86843], [3.49148, -3.71652, 0.00515], [2.27172, -2.64124, -1.48959], [-0.34170, 0.51822, -1.19972], [-0.61088, -0.18277, -2.21309], [0.48644, -5.92230, -1.86337], [-5.01200, 0.88550, 2.02535], [2.22390, 1.52582, 2.97511], [0.80881, 1.82136, 0.75339], [2.41665, 3.81970, 0.43280], [-0.02164, 2.89254, 3.20945], [1.50860, 1.09685, 3.73286], [0.95564, 0.79645, -1.18756], [-2.78512, 1.73211, 1.88302], [2.55477, -1.59933, -1.17482], [-5.18935, 1.69216, 0.37396], [0.91785, -1.55224, -3.47858], [-0.20026, -4.27853, -3.68199], [-1.05966, 0.93136, -0.16291], [-4.45812, -0.40613, 0.45962], [-0.50589, 1.54679, 0.87983], [1.62669, 2.54769, 1.93977], [-3.03220, -0.53328, -0.13338]],
  "atomic_forces_ev_per_a": [[2.5, 2.5, 2.4], [1.2, 2.4, -1.0], [-0.1, 0.3, 0.4], [2.0, 0.9, 1.7], [0.9, -1.1, 0.9], [-1.9, -2.7, -0.6], [-0.3, 0.1, 0.0], [0.6, -1.5, 1.1], [-0.2, -1.0, 2.4], [0.3, 0.4, 0.5], [-0.6, -1.3, -0.7], [-0.5, 0.1, 0.0], [1.5, 0.8, -0.5], [-1.8, -0.8, 1.7], [0.0, 0.3, -0.3], [-0.4, 0.4, -0.6], [-0.4, 1.2, 0.4], [-0.1, 0.7, -0.8], [-0.2, -1.1, 1.3], [0.6, -2.7, 0.9], [-0.8, -0.7, -1.0], [-0.9, 1.2, -0.5], [-1.0, -2.6, -1.2], [0.1, -1.2, 1.5], [0.6, 0.0, -0.5], [1.9, 1.4, 0.9], [-0.6, 1.5, 2.3], [-0.5, 0.8, -0.3], [-1.1, 2.2, -1.2], [-0.5, -0.4, -0.6], [-0.5, -3.8, -4.6], [0.4, 0.3, -0.1], [0.4, 0.8, -0.4], [-2.3, -0.7, -1.4], [2.0, 0.1, 1.8], [1.0, 0.1, 0.1], [-0.4, 0.2, -0.4], [0.5, 0.3, -1.1], [3.5, 1.2, -1.0], [0.5, 0.6, -0.4], [0.3, -1.2, -0.7], [-0.6, -1.1, 0.4], [2.6, -0.4, -3.2], [0.7, 0.2, 1.2], [-5.2, 1.9, 5.5], [-0.2, 1.4, -0.9], [-0.1, 0.3, -0.9], [-0.6, -0.2, -0.9], [-2.0, 0.0, -1.7]],
  "gap_ev": 8.109,
  "smiles": "CC(C)(C)c1nc(N2CCC(F)(F)C2)c2nn(Cc3ccccc3F)nc2n1",
  "energy_ev": -37133.3897,
  "max_force_ev_per_a": 7.79,
  "relative_energy_kcal_mol": 71.0,
  "lumo_energy_ev": -0.668
}

Record 2
{
  "formula": "C19H21FN2O3",
  "method": "ωB97M-V/def2-TZVPD",
  "elements": ["C", "H", "C", "H", "H", "H", "H", "H", "H", "C", "N", "C", "O", "C", "C", "C", "H", "H", "H", "H", "H", "F", "C", "C", "N", "C", "H", "H", "H", "C", "C", "H", "H", "C", "H", "C", "C", "H", "C", "H", "C", "O", "C", "H", "C", "O"],
  "positions_angstrom": [[-3.72152, 3.93116, -1.00726], [0.88415, 3.76195, -0.27705], [0.99667, -6.67261, -1.07605], [2.66477, -7.71601, -1.91579], [-4.06757, 2.00981, 0.34196], [-0.17910, -0.75910, -0.05985], [-1.91211, 6.51889, -2.16918], [4.12424, -5.72357, -1.90361], [-4.10416, 5.40139, -2.51285], [-2.84517, 3.42912, -0.05949], [0.86826, 1.39771, 1.30258], [-0.95716, 2.74614, 2.18035], [0.78373, -3.18349, -0.10081], [-1.60197, 4.05561, 0.16048], [3.11074, -5.65567, -1.53854], [0.70130, -0.91262, 0.56745], [-2.02473, 2.72773, 2.38076], [0.35949, -1.22935, 1.55414], [1.70918, 2.86644, 2.52244], [-0.45090, 3.11088, 3.08148], [-4.66830, 3.42558, -1.15433], [-0.72791, -5.37010, -0.14846], [-1.30924, 5.17239, -0.63076], [1.49334, 0.37839, 0.67369], [-0.67377, 3.65493, 1.10347], [-0.47672, 1.32941, 1.83929], [1.89193, -1.70714, -1.04688], [-0.37379, 5.68544, -0.47694], [1.12593, 4.75707, 1.17790], [2.64669, -4.43817, -1.06565], [-2.18472, 5.65359, -1.58445], [2.52042, 2.57335, 0.97206], [3.30386, -3.58374, -1.07189], [0.54044, -5.46097, -0.60710], [0.33256, -7.52233, -1.06710], [1.34637, -4.31541, -0.58747], [1.54747, 2.66584, 1.45791], [-1.15571, 0.90707, 1.09403], [0.74118, 3.79578, 0.80786], [2.45701, -2.16453, 0.57740], [-3.40531, 5.03674, -1.77680], [2.62313, 0.48409, 0.23009], [2.29677, -6.77181, -1.54687], [-0.50672, 0.69759, 2.73616], [1.56614, -2.00855, -0.04380], [-3.19870, 2.29826, 0.64598]],
  "atomic_forces_ev_per_a": [[0.1, 0.0, 0.0], [0.0, 0.0, 0.1], [-0.1, 0.2, 0.1], [0.0, -0.1, 0.0], [0.1, 0.1, 0.0], [-0.1, 0.0, 0.1], [0.0, 0.1, 0.0], [0.1, 0.0, 0.0], [-0.1, 0.0, -0.1], [-0.1, 0.1, -0.2], [0.0, 0.4, 0.0], [-0.1, -0.3, 0.2], [-0.3, -0.2, 0.1], [-0.3, 0.1, 0.0], [0.0, -0.1, -0.1], [0.3, -0.3, -0.2], [0.2, 0.0, 0.1], [-0.1, 0.0, 0.0], [0.0, 0.0, -0.1], [-0.1, -0.1, 0.0], [-0.1, 0.0, 0.0], [0.2, 0.1, -0.1], [-0.1, -0.1, 0.0], [-0.3, -0.2, 0.1], [0.1, -0.3, 0.0], [-0.4, -0.1, 0.2], [0.0, -0.1, 0.1], [0.1, 0.0, 0.1], [0.1, 0.0, -0.1], [-0.1, 0.2, 0.1], [0.0, 0.0, -0.1], [-0.1, 0.1, 0.1], [0.0, 0.1, 0.0], [-0.1, 0.0, 0.0], [-0.1, -0.1, 0.0], [-0.1, -0.2, 0.0], [0.2, 0.2, -0.1], [0.0, 0.0, 0.1], [0.2, 0.1, 0.0], [-0.1, 0.0, -0.1], [0.0, 0.0, 0.0], [0.3, -0.2, -0.2], [0.1, 0.0, 0.0], [-0.1, 0.0, 0.0], [0.3, 0.4, 0.0], [0.0, -0.1, 0.0]],
  "gap_ev": 8.192,
  "smiles": "O=C(CCOc1ccccc1F)N1CCN(c2ccccc2O)CC1",
  "energy_ev": -31883.7381,
  "max_force_ev_per_a": 0.53,
  "relative_energy_kcal_mol": 41.0,
  "lumo_energy_ev": 0.528
}

Record 3
{
  "formula": "C19H21ILaN3O6S2",
  "method": "ωB97M-V/def2-TZVPD",
  "elements": ["C", "C", "O", "C", "C", "C", "H", "H", "O", "C", "C", "C", "C", "O", "H", "H", "H", "C", "H", "H", "H", "C", "N", "C", "S", "C", "C", "H", "H", "C", "C", "H", "H", "N", "C", "H", "H", "H", "C", "H", "H", "O", "H", "H", "La", "I", "O", "O", "H", "H", "C", "S", "N"],
  "positions_angstrom": [[1.41686, -0.58343, -3.24551], [2.43857, 1.62602, 1.68779], [3.06024, 2.51553, -0.44757], [-2.33159, 2.73068, 2.02896], [-3.15197, -0.80829, -1.45614], [-1.64049, 1.17316, -1.91269], [-3.38707, 2.63800, 2.28715], [1.02383, -0.12704, -4.15295], [2.51688, -1.56467, 0.01556], [-1.80966, -4.38581, 3.21683], [-2.36029, -2.10547, 4.63929], [-2.65078, 0.96814, 0.25162], [2.32543, 1.78194, 0.17545], [-0.06975, -1.67542, -1.75195], [-1.49192, 0.79018, -2.91734], [3.36466, 2.06751, 2.05782], [-0.23350, -3.50934, -3.37322], [-0.09227, 3.07484, -2.46240], [4.54327, -2.39584, -0.43073], [0.94389, 2.84024, -2.20545], [1.59502, 2.11858, 2.17595], [0.52048, -1.71692, -2.83361], [0.33928, -2.73817, -3.67575], [-1.02840, 2.35964, -1.53331], [-0.11985, -3.29760, 1.41642], [3.51329, -1.32510, 0.65967], [-1.26216, 2.85036, -0.24829], [3.61884, -1.19119, 2.74717], [-4.14535, -0.88105, -1.01451], [-1.19315, -3.14249, 2.79857], [3.53456, -0.48812, 1.91325], [-0.21253, 4.15623, -2.39421], [-0.80548, 3.78864, 0.04922], [-3.07314, -2.13227, 5.54124], [-1.47842, -2.01806, 3.49358], [-3.26039, -0.85267, -2.54020], [-3.28721, 0.42539, 0.94365], [1.47518, 0.14922, -2.44474], [-2.06704, 2.17549, 0.65894], [-2.59980, -1.70335, -1.15629], [-0.26498, 2.78458, -3.49956], [1.36515, 1.04378, -0.30324], [0.90735, -2.83362, -4.50009], [-1.78695, 2.17814, 2.79687], [0.11402, -0.62868, 0.57672], [3.40366, -1.15712, -3.72813], [4.70102, -1.83476, 0.34721], [2.34408, 0.24528, 2.07037], [4.41429, 0.15762, 1.92752], [-2.05710, 3.78324, 2.08331], [-2.46816, 0.46672, -1.03491], [-0.84885, -0.41052, 3.18965], [-2.30161, -5.38214, 3.51297]],
  "atomic_forces_ev_per_a": [[-0.1, 0.2, -0.2], [0.3, 0.1, 0.3], [0.0, 0.1, 0.0], [-0.1, 0.0, 0.1], [-0.1, -0.1, -0.1], [0.0, -0.1, 0.0], [0.0, 0.0, 0.0], [0.0, 0.1, 0.1], [-0.2, 0.0, 0.0], [0.1, 0.3, -0.1], [0.2, 0.0, -0.4], [0.0, -0.1, 0.1], [-0.3, -0.2, -0.2], [-0.1, 0.0, 0.0], [0.0, 0.0, 0.0], [0.0, 0.0, 0.0], [0.0, 0.0, 0.0], [0.0, 0.0, -0.1], [0.2, -0.1, 0.0], [0.0, 0.0, 0.0], [0.0, 0.0, 0.0], [0.1, -0.2, 0.2], [0.1, 0.1, 0.0], [0.0, 0.0, 0.0], [0.0, -0.2, 0.2], [0.4, 0.0, 0.0], [0.0, 0.0, 0.0], [0.0, 0.0, 0.0], [0.0, 0.0, 0.0], [-0.1, -0.5, 0.0], [0.0, 0.0, 0.1], [0.0, 0.0, 0.0], [0.0, 0.0, 0.0], [0.0, 0.0, 0.0], [-0.2, 0.2, 0.4], [0.0, 0.0, 0.0], [0.0, 0.1, 0.0], [0.0, 0.0, 0.0], [0.0, -0.1, -0.1], [0.0, 0.0, 0.0], [0.0, 0.0, 0.0], [0.9, 1.0, -0.5], [0.0, 0.0, 0.0], [0.0, 0.0, 0.0], [-0.7, -0.4, -0.1], [0.1, -0.1, 0.0], [-0.4, 0.1, 0.0], [-0.1, 0.0, -0.1], [0.0, 0.0, -0.1], [0.0, 0.0, 0.0], [0.1, -0.1, 0.1], [-0.1, -0.1, 0.3], [0.0, 0.0, 0.0]],
  "gap_ev": 6.638,
  "energy_ev": -67434.5569,
  "max_force_ev_per_a": 1.41,
  "relative_energy_kcal_mol": 18.5,
  "lumo_energy_ev": -0.717
}